Entry 1:
Entry from the OMol25 dataset: a single C2H3N2PS2 molecule in a non-equilibrium geometry (the ωB97M-V functional and the def2-TZVPD basis).

The SMILES is S=c1[nH][pH]c(=S)[nH]1. For the highest occupied orbital energy, the calculation gives -8.77 eV. The orbital gap is 8.34 eV. The molar mass comes out at 150.2 g mol⁻¹. Its calculated total energy is -36061.4274 eV. The value obtained for the relative energy (zero: lowest compared OMol25 entry of this formula, charge and spin) is 0.000 eV.

Geometry as XYZ:
```
10
Properties=species:S:1:pos:R:3:nbo_charge:R:1
S 0.59646 0.70612 2.55834 -0.08
C 0.19375 0.12420 1.11365 0.23
N 0.28746 -1.19271 0.65386 -0.89
P -0.11469 -1.49418 -1.00691 0.68
C -0.54126 0.60626 -1.12069 -0.13
S -0.83134 1.41560 -2.42941 0.03
N -0.24641 0.98308 0.13942 -0.63
H 0.06621 -1.94427 1.27463 0.43
H 1.08393 -1.14678 -1.49493 -0.06
H -0.49409 1.94268 0.31204 0.44
```

Entry 2:
Entry from the OMol25 dataset: a single C6H10O molecule in a non-equilibrium geometry (the ωB97M-V functional and the def2-TZVPD basis).

The SMILES is O=CCCC1CC1. For the highest occupied orbital energy, the calculation gives -9.69 eV. The orbital gap is 10.76 eV. The molar mass comes out at 98.1 g mol⁻¹. Its calculated total energy is -8428.7521 eV. The value obtained for the relative energy (zero: lowest compared OMol25 entry of this formula, charge and spin) is 2.488 eV.

Geometry as XYZ:
```
17
Properties=species:S:1:pos:R:3:nbo_charge:R:1
O 0.68977 -1.55845 1.32982 -0.57
C 1.67629 -1.14555 0.74698 0.43
C 1.66853 0.13010 0.00604 -0.62
C 0.54579 1.09945 0.41012 -0.38
C -0.76620 0.77536 -0.46294 -0.28
C -1.22525 -0.62881 -0.94629 -0.42
C -1.87967 0.04090 0.21061 -0.42
H 2.59534 -1.77197 0.70052 0.12
H 2.65133 0.50090 -0.32827 0.23
H 0.82533 0.04142 -0.77021 0.35
H 0.86197 2.11625 0.16860 0.23
H 0.25586 0.97655 1.44904 0.23
H -1.02399 1.55522 -1.18170 0.22
H -1.77219 -0.68687 -1.89186 0.22
H -0.61416 -1.50357 -0.73717 0.23
H -2.88459 0.42879 0.11784 0.21
H -1.60413 -0.36972 1.17888 0.23
```

Entry 3:
Entry from the OMol25 dataset: 6 unconnected molecules or ions with the total composition C19H31BO27S5 in a non-equilibrium geometry (the ωB97M-V functional and the def2-TZVPD basis).

The SMILES is CC(=O)OCCCC1=C(B(O)O)C(=O)OC1=O.O=S1(=O)OCCO1.O=S1(=O)OCCO1.O=S1(=O)OCCO1.O=S1(=O)OCCO1.O=S1(=O)OCCO1. For the highest occupied orbital energy, the calculation gives -9.89 eV. The orbital gap is 8.84 eV. The molar mass comes out at 862.6 g mol⁻¹. Its calculated total energy is -130327.7445 eV.

Geometry as XYZ:
```
83
Properties=species:S:1:pos:R:3:lowdin_charge:R:1
C -3.77915 -3.33484 -6.76687 -0.02
C -2.16909 -3.29477 -7.10032 -0.29
O -1.49624 -4.44824 -7.06914 -0.02
O -1.47599 -1.99437 -7.37970 -0.21
C -1.29663 -1.38950 -6.03862 -0.15
C 0.30721 -1.18956 -5.76653 -0.14
C 0.82916 -1.68005 -4.29019 -0.13
C -0.19306 -1.35652 -3.05044 0.01
C -0.70854 -2.30634 -1.98782 0.10
B -0.37027 -3.91756 -1.88301 -0.37
O 0.95366 -4.51748 -1.62411 0.07
O -1.50893 -4.88135 -2.08946 0.02
C -1.67082 -1.50276 -0.92706 -0.16
O -2.63830 -1.91957 -0.10254 0.06
O -1.11967 -0.12802 -1.08876 -0.09
C -0.93615 0.01508 -2.54769 -0.17
O -1.29117 0.98827 -3.39040 0.02
H -4.21523 -2.29465 -6.39988 0.10
H -4.34213 -3.64692 -7.74453 0.09
H -4.06898 -4.13549 -5.93343 0.11
H -1.83476 -0.33691 -5.92683 0.15
H -1.75132 -2.13621 -5.25377 0.13
H 0.63906 -0.05569 -5.89243 0.13
H 0.94266 -1.79390 -6.57470 0.14
H 1.03894 -2.83200 -4.35808 0.12
H 1.85981 -1.12480 -4.06654 0.14
H 1.64979 -3.93175 -2.07311 0.12
H -1.52553 -5.06267 -3.08884 0.12
O -2.39989 0.85881 1.42201 -0.21
S -1.09634 0.27879 1.65749 0.70
O -0.10980 0.11065 0.61592 -0.24
O -1.30497 -1.15191 2.41079 -0.20
C -0.62214 -1.13399 3.66324 -0.16
C -0.60886 0.32858 4.09961 -0.17
O -0.40284 1.07361 2.90158 -0.19
H 0.39465 -1.50648 3.50218 0.12
H -1.13367 -1.77569 4.38562 0.14
H 0.18011 0.53956 4.82540 0.10
H -1.57674 0.62364 4.51851 0.14
O 0.90990 0.87215 6.85662 -0.25
S 0.14183 1.86270 7.57774 0.68
O -1.02404 1.53476 8.36489 -0.23
O -0.25195 3.05590 6.53894 -0.19
C 0.26728 4.29494 7.01891 -0.18
C 1.50741 3.93038 7.83063 -0.18
O 1.16780 2.72322 8.50904 -0.19
H -0.49478 4.76138 7.65155 0.13
H 0.50168 4.95952 6.18304 0.13
H 1.78165 4.71019 8.54509 0.13
H 2.35974 3.72126 7.17555 0.14
O 0.91211 9.42829 6.37450 -0.22
S 0.80233 8.31293 7.28830 0.69
O 1.47218 7.05120 7.07437 -0.24
O -0.78069 8.02271 7.54853 -0.19
C -1.06274 8.13908 8.94212 -0.17
C -0.04038 9.13483 9.48338 -0.17
O 1.16888 8.84423 8.78622 -0.19
H -0.93278 7.15291 9.39943 0.13
H -2.09070 8.47802 9.09610 0.14
H 0.10383 9.03884 10.56215 0.14
H -0.32848 10.16418 9.24515 0.14
O 1.89948 -3.37745 4.94509 -0.24
S 3.09251 -4.00353 4.41990 0.68
O 3.42657 -5.38785 4.66169 -0.23
O 4.37304 -3.08131 4.82935 -0.19
C 5.05626 -2.66483 3.64826 -0.17
C 3.99074 -2.61614 2.55647 -0.18
O 3.14317 -3.73376 2.81208 -0.19
H 5.82329 -3.41110 3.41741 0.13
H 5.53118 -1.69268 3.80524 0.14
H 4.41914 -2.67853 1.55329 0.14
H 3.38490 -1.70743 2.63732 0.13
O 0.68978 -1.13821 -10.74316 -0.23
S -0.56482 -1.83399 -10.56152 0.71
O -1.36081 -1.72133 -9.36147 -0.23
O -0.31957 -3.41490 -10.87531 -0.19
C -1.18000 -3.82842 -11.93543 -0.17
C -1.41455 -2.57954 -12.78101 -0.18
O -1.51748 -1.50901 -11.84497 -0.19
H -2.11559 -4.18725 -11.49446 0.13
H -0.71668 -4.63494 -12.50999 0.14
H -2.32118 -2.65077 -13.38659 0.14
H -0.55733 -2.37766 -13.43197 0.13
```